(1)
{"formula": "C24H54BF4N3", "method": "the ωB97M-V functional and the def2-TZVPD basis", "e_lumo_ev": -3.9340, "mol_weight_g_mol": 471.521, "orbital_gap_ev": 10.85, "charge": 2, "multiplicity": 1, "total_energy_ev": -41770.5648, "symbols": ["C", "C", "C", "N", "C", "C", "C", "C", "C", "H", "H", "H", "H", "H", "H", "H", "H", "H", "H", "H", "H", "H", "H", "H", "H", "H", "H", "C", "C", "C", "N", "C", "C", "C", "C", "C", "H", "H", "H", "H", "H", "H", "H", "H", "H", "H", "H", "H", "H", "H", "H", "H", "H", "H", "C", "C", "C", "N", "C", "C", "C", "C", "C", "H", "H", "H", "H", "H", "H", "H", "H", "H", "H", "H", "H", "H", "H", "H", "H", "H", "H", "B", "F", "F", "F", "F"], "coordinates": [[-37.707, 14.908, -30.873], [-37.319, 13.690, -30.017], [-38.412, 12.866, -29.425], [-37.950, 11.452, -29.036], [-36.863, 11.410, -27.913], [-39.173, 10.627, -28.523], [-38.915, 9.180, -29.060], [-38.316, 9.488, -30.424], [-37.513, 10.761, -30.364], [-38.228, 14.496, -31.738], [-36.807, 15.374, -31.274], [-38.413, 15.583, -30.390], [-36.803, 14.164, -29.182], [-36.561, 13.168, -30.602], [-39.176, 12.666, -30.177], [-38.850, 13.395, -28.579], [-36.519, 10.417, -27.622], [-37.268, 11.864, -27.009], [-35.976, 11.932, -28.272], [-39.306, 10.662, -27.441], [-40.087, 10.910, -29.045], [-38.216, 8.683, -28.388], [-39.874, 8.662, -29.037], [-37.708, 8.693, -30.856], [-39.097, 9.538, -31.183], [-36.442, 10.735, -30.162], [-37.561, 11.397, -31.247], [-34.173, 16.847, -19.874], [-33.762, 17.031, -21.417], [-33.785, 18.387, -22.044], [-33.437, 18.498, -23.546], [-31.960, 18.032, -23.732], [-33.740, 19.908, -24.131], [-34.055, 19.732, -25.607], [-34.676, 18.329, -25.673], [-34.407, 17.591, -24.402], [-33.971, 15.834, -19.524], [-35.200, 17.044, -19.569], [-33.541, 17.557, -19.341], [-34.394, 16.380, -22.021], [-32.734, 16.687, -21.534], [-33.186, 19.108, -21.487], [-34.828, 18.701, -22.019], [-31.382, 18.549, -22.966], [-31.622, 18.163, -24.760], [-31.886, 16.983, -23.448], [-32.980, 20.669, -23.955], [-34.639, 20.352, -23.703], [-33.094, 19.654, -26.116], [-34.702, 20.450, -26.111], [-34.311, 17.821, -26.566], [-35.710, 18.488, -25.977], [-33.844, 16.671, -24.555], [-35.216, 17.330, -23.720], [-42.974, 8.254, -28.266], [-42.995, 9.734, -27.793], [-42.575, 9.858, -26.347], [-42.880, 11.291, -25.754], [-44.337, 11.427, -25.324], [-42.392, 12.404, -26.708], [-41.586, 13.389, -25.893], [-40.778, 12.430, -24.973], [-41.935, 11.510, -24.520], [-42.072, 7.678, -28.475], [-43.597, 8.228, -29.160], [-43.504, 7.674, -27.510], [-43.909, 10.270, -28.049], [-42.125, 10.078, -28.353], [-41.508, 9.782, -26.139], [-43.126, 9.130, -25.752], [-44.471, 10.773, -24.462], [-45.026, 10.955, -26.023], [-44.488, 12.502, -25.235], [-43.203, 12.875, -27.265], [-41.785, 11.932, -27.480], [-42.093, 14.252, -25.461], [-40.871, 13.832, -26.586], [-40.336, 13.084, -24.221], [-39.918, 11.850, -25.307], [-42.495, 12.118, -23.809], [-41.652, 10.514, -24.182], [-38.421, 15.845, -26.931], [-37.456, 16.800, -26.881], [-37.870, 14.566, -26.680], [-39.330, 16.249, -25.971], [-39.129, 15.818, -28.170]], "atomic_forces_ev_per_a": [[-1.03, -1.19, -0.67], [1.49, 1.84, 0.67], [-0.29, -0.33, -0.21], [-1.29, -0.10, 0.82], [-0.38, 0.44, -0.82], [0.76, -1.07, -1.13], [0.50, 1.48, 0.97], [0.00, -1.28, -1.18], [0.94, 0.50, 1.72], [-0.17, 0.20, -0.37], [-0.14, 0.25, 0.38], [0.48, 0.11, 0.18], [0.38, -0.34, 0.27], [-0.17, -0.48, 0.13], [-0.23, -0.02, 0.05], [0.04, -0.21, 0.14], [-0.55, -0.36, -0.63], [-0.06, 0.41, -0.35], [-0.29, 0.27, 0.04], [0.29, 0.42, -0.13], [0.22, 0.82, 0.09], [0.01, -0.23, -0.15], [0.24, -0.23, -0.35], [0.21, -0.21, 0.44], [-0.26, 0.53, 0.13], [0.10, -1.08, -0.44], [-0.71, 0.17, 0.36], [0.77, 1.03, -1.16], [0.11, -1.60, 0.51], [-1.48, 1.35, -0.12], [0.24, -0.43, -0.38], [-1.18, 0.37, 0.63], [-0.51, 0.83, 0.07], [1.50, -1.53, 0.10], [-1.05, 0.65, -1.75], [1.23, -0.32, 1.23], [0.32, 0.08, -0.32], [-0.11, 0.26, -0.66], [-0.01, -0.21, 0.40], [0.05, -0.22, 0.02], [-0.01, -0.52, 0.37], [0.12, 0.08, -0.25], [0.02, 0.52, 0.05], [0.16, 0.40, -0.49], [-0.10, 0.26, 0.22], [-0.35, 0.01, -0.30], [0.49, -0.61, 0.25], [-0.09, -0.70, 0.77], [-0.05, 0.49, -0.37], [0.30, 0.26, 0.55], [0.34, -0.29, 0.30], [-0.38, -0.56, 0.85], [-0.14, 0.01, -0.10], [-0.35, 0.38, -0.47], [-2.10, -0.12, 0.54], [2.64, -1.06, -0.60], [-0.85, 1.56, 0.81], [0.72, -0.43, -0.05], [0.97, -0.61, -0.56], [-0.89, 0.19, -0.39], [2.00, -1.00, -1.60], [-1.25, 0.57, 0.70], [0.10, 0.49, -0.12], [0.46, 0.84, 0.16], [0.13, -0.27, -0.08], [-0.18, -0.32, -0.10], [0.09, -0.22, 0.03], [-0.46, 1.09, -0.40], [-0.02, -0.47, -0.47], [0.07, 0.19, 0.38], [0.17, 0.76, 0.55], [0.30, 0.47, -0.64], [-0.48, -0.33, 0.52], [-0.40, -0.27, 0.30], [0.19, -0.04, 0.36], [-0.19, -0.55, 0.53], [-0.01, 0.37, -0.09], [-0.34, -0.47, 0.67], [-0.21, 0.24, -1.04], [-0.24, -0.63, 0.21], [-0.20, 0.27, 0.40], [-1.14, 0.52, -0.14], [1.77, 0.68, -0.70], [-0.09, -0.51, -0.03], [-1.02, -0.77, 0.99], [0.49, -0.45, -0.03]]}



(2)
{"formula": "C24H54BrN3", "method": "the ωB97M-V functional and the def2-TZVPD basis", "e_lumo_ev": -3.9529, "mol_weight_g_mol": 464.621, "orbital_gap_ev": 8.95, "charge": 2, "multiplicity": 1, "total_energy_ev": -100261.7260, "symbols": ["Br", "C", "C", "C", "N", "C", "C", "C", "C", "C", "H", "H", "H", "H", "H", "H", "H", "H", "H", "H", "H", "H", "H", "H", "H", "H", "H", "H", "C", "C", "C", "N", "C", "C", "C", "C", "C", "H", "H", "H", "H", "H", "H", "H", "H", "H", "H", "H", "H", "H", "H", "H", "H", "H", "H", "C", "C", "C", "N", "C", "C", "C", "C", "C", "H", "H", "H", "H", "H", "H", "H", "H", "H", "H", "H", "H", "H", "H", "H", "H", "H", "H"], "coordinates": [[-1.284, 0.117, -0.496], [-0.558, -2.322, 3.918], [-1.443, -2.974, 2.815], [-0.637, -3.575, 1.638], [-1.403, -4.313, 0.533], [-2.644, -3.611, 0.016], [-0.268, -4.603, -0.520], [-0.772, -5.765, -1.328], [-1.466, -6.571, -0.238], [-1.729, -5.742, 0.989], [-0.168, -2.984, 4.691], [-1.152, -1.615, 4.496], [0.322, -1.769, 3.590], [-2.107, -2.242, 2.355], [-2.020, -3.809, 3.211], [0.200, -4.210, 1.927], [-0.341, -2.670, 1.107], [-3.226, -4.354, -0.529], [-2.140, -2.742, -0.407], [-3.122, -3.137, 0.873], [-0.200, -3.670, -1.080], [0.630, -4.889, 0.029], [-1.341, -5.543, -2.230], [0.134, -6.271, -1.662], [-2.307, -7.145, -0.627], [-0.833, -7.410, 0.051], [-2.677, -5.899, 1.503], [-1.009, -6.022, 1.758], [3.639, 2.231, 2.669], [2.253, 2.260, 3.188], [1.143, 2.449, 2.050], [-0.257, 2.623, 2.707], [-0.875, 1.234, 3.146], [-1.213, 3.334, 1.737], [-2.017, 4.367, 2.479], [-1.785, 4.084, 3.945], [-0.370, 3.579, 3.957], [3.751, 1.630, 1.766], [4.328, 1.834, 3.414], [3.983, 3.218, 2.360], [2.328, 3.173, 3.780], [2.098, 1.358, 3.780], [1.144, 1.651, 1.308], [1.373, 3.416, 1.602], [-0.215, 0.988, 3.978], [-0.698, 0.506, 2.355], [-1.912, 1.207, 3.481], [-1.908, 2.605, 1.319], [-0.671, 3.615, 0.834], [-3.056, 4.374, 2.151], [-1.573, 5.306, 2.147], [-2.309, 3.262, 4.433], [-1.969, 4.992, 4.519], [-0.045, 3.123, 4.892], [0.322, 4.388, 3.724], [0.277, -1.410, -5.388], [0.209, -0.004, -4.877], [1.128, 0.092, -3.656], [1.376, 1.549, -3.214], [1.984, 1.555, -1.809], [0.046, 2.418, -3.136], [0.239, 3.611, -4.134], [1.753, 3.783, -4.235], [2.347, 2.429, -4.102], [1.331, -1.649, -5.534], [-0.177, -1.328, -6.376], [-0.180, -2.166, -4.749], [-0.815, 0.107, -4.520], [0.448, 0.668, -5.701], [2.148, -0.241, -3.849], [0.767, -0.476, -2.799], [2.383, 2.540, -1.565], [2.875, 0.929, -1.831], [1.260, 1.244, -1.056], [-0.027, 2.705, -2.087], [-0.797, 1.822, -3.487], [-0.183, 4.547, -3.767], [-0.190, 3.295, -5.085], [2.113, 4.393, -3.407], [2.090, 4.327, -5.117], [3.287, 2.294, -3.566], [2.380, 1.896, -5.052]], "atomic_forces_ev_per_a": [[0.35, -0.13, 0.17], [-0.27, 0.03, 0.20], [0.59, -1.11, -0.30], [-0.78, 1.82, -0.35], [1.08, -1.99, 2.03], [2.29, 0.55, 1.02], [-2.02, 1.25, -0.41], [0.88, -0.13, 0.34], [-0.47, -2.56, -0.81], [0.58, 0.35, 0.32], [-0.17, -0.55, -0.33], [-0.21, 0.07, -0.16], [-0.10, 0.00, -0.61], [-0.07, 0.10, 0.39], [-0.34, 0.31, 0.49], [-0.16, 0.15, 0.02], [0.90, -0.10, -0.12], [-0.02, 0.72, -0.29], [-0.92, 0.12, -1.38], [-0.51, -0.77, -0.02], [0.56, 0.00, 0.14], [-0.17, 0.35, 0.03], [-0.28, 0.26, 0.38], [-0.19, -0.27, -0.21], [-0.47, 0.53, 0.03], [0.31, 0.13, 0.11], [-0.33, 0.62, -0.56], [0.25, 0.31, -0.06], [1.37, -0.35, -1.51], [-1.27, 0.35, -0.76], [0.77, 0.61, 2.91], [-1.99, -0.44, 0.35], [2.20, 0.55, -0.03], [-0.62, -2.00, -1.16], [0.19, 0.34, -0.82], [0.24, -0.25, 0.36], [1.64, 0.49, -0.78], [0.03, -0.39, 0.00], [0.00, 0.14, -0.04], [0.04, 0.12, 0.20], [-1.06, -0.27, 0.61], [-0.41, 0.22, 0.15], [-0.44, -0.02, 0.19], [-0.22, -0.08, -0.25], [-0.27, -0.32, 0.14], [-0.25, 0.29, -0.25], [0.11, 0.77, -0.34], [0.26, -0.54, 0.23], [0.24, 0.58, 0.41], [0.07, -0.09, 0.15], [-0.28, 0.49, 0.73], [-1.01, 0.25, -0.52], [0.39, -0.20, 0.28], [-0.01, -0.36, -0.34], [0.13, 0.06, 0.04], [0.64, -0.03, -1.03], [-0.08, -0.46, 1.62], [0.78, 1.64, -0.46], [-1.04, 1.77, 1.33], [0.34, -0.09, -0.66], [0.81, 0.23, -0.87], [0.55, -0.95, 0.71], [0.19, 0.86, 0.70], [-0.44, -2.76, -0.02], [0.00, -0.41, -0.16], [-0.18, -0.88, 0.04], [-0.13, 0.16, -0.13], [-0.06, 0.63, -0.24], [0.04, 0.28, 0.32], [-0.01, -0.30, -0.34], [-0.33, 0.31, 0.04], [-0.42, 0.26, -0.22], [-0.22, -0.39, 0.04], [-0.10, -0.26, -0.30], [-0.36, -0.05, -0.28], [0.21, -0.06, 0.69], [-0.40, -0.28, -0.17], [-0.06, 0.38, -0.04], [-0.15, 0.13, 0.19], [-0.08, -0.34, -0.18], [0.18, 0.51, -0.53], [0.20, 0.08, -0.06]]}